1.
Formula: C42H30I2N5NaOS
Source: the OMol25 dataset
Level of theory: wB97M-V/def2-TZVPD

Values from the calculation:
energy relative to the best compared isomer or geometry (same formula, charge and spin) = 0.00 kcal per mole
DFT total energy = -84993.7263 eV
gap between HOMO and LUMO = 4.1 eV
lowest unoccupied orbital energy = 3.35 eV

Geometry as ORCA input:
```
! wB97M-V def2-TZVPD RIJCOSX def2/J DEFGRID3
* xyz -2 1
Na -0.30 -1.33 0.43
C -3.44 1.33 2.64
C -2.57 0.54 1.89
N -1.26 0.66 1.88
C -0.69 1.63 2.66
C -1.50 2.50 3.45
C -2.88 2.33 3.42
C -0.86 3.54 4.21
C 0.48 3.66 4.23
C 1.34 2.76 3.50
C 2.72 2.69 3.67
C 3.35 1.47 3.26
C 2.76 0.62 2.41
N 1.55 1.09 1.74
C 0.70 1.83 2.64
H -4.51 1.18 2.58
H -2.97 -0.24 1.24
H -3.51 2.99 4.02
H -1.49 4.22 4.78
H 0.95 4.44 4.82
H 3.21 3.37 4.36
H 4.28 1.16 3.73
H 3.05 -0.40 2.19
I -3.75 -3.80 -2.59
C -3.57 -1.72 -2.66
C -4.40 -0.99 -3.51
C -4.33 0.38 -3.55
I -5.63 1.39 -4.85
C -3.41 1.08 -2.74
C -3.28 2.49 -2.69
C -2.36 3.06 -1.85
C -1.55 2.23 -1.06
N -1.62 0.92 -1.10
C -2.54 0.34 -1.90
C -2.61 -1.14 -1.80
O -1.87 -1.76 -1.01
H -5.11 -1.52 -4.13
H -3.91 3.10 -3.32
H -2.26 4.14 -1.78
H -0.80 2.65 -0.39
C 0.89 -0.82 -2.65
C 1.76 -1.98 -2.27
C 2.50 -2.66 -3.27
C 3.27 -3.72 -2.92
C 3.33 -4.13 -1.57
C 4.14 -5.22 -1.17
C 4.16 -5.57 0.16
C 3.40 -4.87 1.10
C 2.58 -3.78 0.78
S 1.67 -2.96 1.98
C 2.55 -3.41 -0.63
N 1.78 -2.35 -1.01
H 1.31 -0.28 -3.50
H 0.80 -0.12 -1.81
H -0.11 -1.16 -2.92
H 2.44 -2.31 -4.30
H 3.86 -4.26 -3.66
H 4.72 -5.76 -1.91
H 4.77 -6.40 0.49
H 3.43 -5.16 2.14
C -4.19 -2.43 4.46
C -3.61 -3.54 3.59
C -2.56 -3.03 2.71
N -1.77 -2.57 2.02
H -5.00 -2.81 5.07
H -4.57 -1.61 3.84
H -3.42 -2.01 5.12
H -4.38 -3.99 2.97
H -3.18 -4.33 4.20
C 1.76 1.64 0.54
C 1.98 2.11 -0.55
C 2.33 2.68 -1.82
C 3.59 3.26 -2.01
C 3.95 3.81 -3.23
C 3.05 3.80 -4.29
C 1.80 3.23 -4.12
C 1.44 2.67 -2.90
H 4.28 3.27 -1.18
H 4.93 4.25 -3.35
H 3.33 4.23 -5.25
H 1.09 3.21 -4.94
H 0.47 2.21 -2.78
*
```

2.
Formula: C42H30N6O2PtSe2Te
Source: the OMol25 dataset
Level of theory: wB97M-V/def2-TZVPD

Values from the calculation:
expectation value of S² = 2.03
DFT total energy = -198308.5160 eV
gap between HOMO and LUMO (alpha / beta) = 5.1 / 6.6 eV
lowest unoccupied orbital energy (alpha / beta) = -0.72 / -1.51 eV

Geometry as ORCA input:
```
! wB97M-V def2-TZVPD RIJCOSX def2/J DEFGRID3
* xyz 0 3
Pt 0.17 -0.11 -0.10
C -5.45 0.59 4.19
C -4.10 0.59 3.50
C -2.91 0.71 4.22
C -1.67 0.65 3.61
C -0.48 0.73 4.54
O -0.46 1.59 5.40
C 0.59 -0.31 4.46
C 0.34 -1.56 3.90
C 1.34 -2.52 3.88
C 2.59 -2.24 4.40
C 2.84 -0.99 4.98
C 1.83 -0.04 5.02
C -1.56 0.53 2.21
O -0.34 0.54 1.70
C -2.76 0.47 1.45
C -4.00 0.48 2.14
C -2.80 0.43 -0.01
N -1.77 0.26 -0.79
C -1.97 0.26 -2.26
C -1.85 1.66 -2.85
Te -1.81 1.60 -5.01
C -2.72 -0.31 -5.14
C -1.92 -1.44 -5.25
C -2.51 -2.70 -5.31
C -3.89 -2.83 -5.27
C -4.69 -1.70 -5.16
C -4.11 -0.44 -5.10
C -4.15 0.59 -0.66
C -4.69 1.85 -0.85
C -5.92 1.99 -1.48
C -6.62 0.86 -1.90
C -6.09 -0.40 -1.68
C -4.85 -0.54 -1.06
H -5.33 0.56 5.27
H -6.05 -0.27 3.89
H -6.02 1.49 3.94
H -2.94 0.84 5.29
H -0.64 -1.78 3.50
H 1.14 -3.49 3.44
H 3.37 -2.99 4.37
H 3.81 -0.77 5.38
H 2.00 0.94 5.46
H -4.91 0.41 1.56
H -2.93 -0.16 -2.51
H -1.23 -0.38 -2.70
H -0.92 2.14 -2.52
H -2.68 2.28 -2.54
H -0.85 -1.35 -5.28
H -1.88 -3.59 -5.38
H -4.35 -3.81 -5.34
H -5.77 -1.80 -5.13
H -4.74 0.44 -5.01
H -4.15 2.73 -0.51
H -6.34 2.98 -1.64
H -7.58 0.97 -2.38
H -6.63 -1.29 -1.99
H -4.42 -1.52 -0.90
Se 1.12 -6.14 -4.81
N 1.57 -4.42 -4.89
C 1.14 -3.87 -3.80
C 1.30 -2.45 -3.49
C 1.90 -1.55 -4.33
C 1.99 -0.19 -3.97
C 1.50 0.20 -2.75
N 0.89 -0.66 -1.91
C 0.77 -1.99 -2.25
C 0.13 -2.83 -1.34
N -0.34 -2.29 -0.17
C -0.92 -3.05 0.74
C -1.11 -4.41 0.56
C -0.67 -5.00 -0.63
C -0.05 -4.23 -1.59
C 0.45 -4.75 -2.86
N 0.34 -6.00 -3.21
H 2.29 -1.90 -5.28
H 2.46 0.54 -4.61
H 1.59 1.22 -2.41
H -1.26 -2.56 1.65
H -1.59 -4.99 1.34
H -0.80 -6.06 -0.82
Se 2.48 -0.32 0.62
C 2.60 1.12 1.75
N 2.78 2.03 2.44
*
```

Which molecular weight belongs to each record? In order, 929.6; 1131.3 g mol⁻¹.